The following is a quantum chemistry calculation of 12 unconnected molecules or ions with the total composition C27H83N19O12, from OMol25.

SMILES = COC[C@H](C)N.COC[C@H](C)N.COC[C@H](C)N.COC[C@H](C)N.COC[C@H](C)N.NC(N)=O.NC(N)=O.NC(N)=O.NC(N)=O.NC(N)=O.NC(N)=O.NC(N)=O
Energy relative to the best compared isomer or geometry (same formula, charge and spin) = 24.7 kcal/mol
HOMO energy = -9.003 eV
Charge = 0
Maximum force = 0.088 Eh/bohr

Each line ends with the Mulliken charge.
CARTESIAN COORDINATES (ANGSTROEM)
O 15.42 15.39 9.72  -0.662
O 9.36 11.33 20.20  -0.687
O 11.53 12.69 10.12  -0.303
O 8.45 11.24 13.85  0.460
O 12.76 13.36 13.60  -0.789
O 10.66 9.21 9.51  -0.714
O 13.91 10.37 18.81  -0.777
O 14.24 18.03 12.68  -0.698
O 14.75 8.07 11.65  -0.175
O 11.01 8.80 14.27  0.358
O 8.67 15.25 14.75  -0.479
O 11.61 16.00 18.01  -0.277
N 10.50 16.26 11.65  -0.530
N 11.54 11.69 14.81  1.966
N 15.61 14.51 7.63  -0.569
N 12.54 13.82 16.75  0.968
N 12.69 6.86 15.88  -0.783
N 15.78 10.55 14.11  -0.527
N 15.16 9.10 17.35  -0.326
N 11.78 11.56 12.49  1.070
N 14.24 11.20 16.57  0.209
N 10.72 11.37 18.35  0.898
N 8.98 12.54 16.30  -0.255
N 9.49 13.89 10.15  -0.192
N 12.81 9.84 10.15  -0.040
N 9.61 11.70 9.11  -0.214
N 13.73 15.82 12.04  0.047
N 11.49 10.42 20.41  -0.365
N 13.53 14.15 8.98  -0.208
N 12.86 16.74 14.09  0.057
N 11.95 7.61 10.65  -0.281
C 13.00 15.98 17.68  -0.608
C 11.29 7.58 17.81  -1.431
C 8.10 16.44 12.22  -1.518
C 8.31 11.12 12.46  -0.400
C 14.37 10.26 17.65  0.217
C 11.44 15.70 19.41  -0.663
C 11.72 8.90 10.05  0.393
C 14.85 14.76 8.88  0.548
C 15.48 8.62 12.72  -1.283
C 9.54 15.03 13.63  1.339
C 15.57 10.84 11.63  -2.014
C 12.07 12.29 13.64  0.242
C 10.28 12.75 9.76  0.039
C 9.21 16.10 15.81  -0.944
C 11.31 7.42 16.27  0.169
C 9.79 8.25 13.79  -0.971
C 13.69 16.95 12.91  0.294
C 11.01 8.78 15.70  0.632
C 6.53 12.35 16.78  -1.731
C 7.68 11.80 16.04  0.892
C 13.51 14.58 17.57  0.232
C 14.88 14.62 16.89  -1.280
C 10.43 11.08 19.71  0.363
C 7.35 11.75 14.52  -1.000
C 15.11 10.11 12.87  2.292
C 9.54 16.26 12.76  0.500
C 15.30 6.84 11.35  -0.983
H 8.53 12.04 11.94  -0.008
H 12.74 7.52 11.27  0.204
H 9.01 10.35 12.13  -0.184
H 15.54 15.37 17.31  0.450
H 12.77 10.82 9.85  0.177
H 11.51 14.64 19.60  0.195
H 13.35 7.53 16.29  0.306
H 11.45 15.96 11.85  0.010
H 10.57 17.24 11.42  0.343
H 14.56 10.86 15.67  0.139
H 9.19 14.20 12.99  -0.617
H 15.02 14.56 6.84  0.210
H 16.65 10.94 11.62  0.428
H 14.02 10.19 12.92  -0.796
H 12.22 16.27 19.96  0.302
H 7.91 17.36 11.67  0.463
H 9.78 17.10 13.43  0.512
H 14.83 6.44 10.45  0.294
H 12.73 7.10 14.89  0.244
H 10.05 11.82 17.70  -0.022
H 8.62 11.65 8.94  0.187
H 10.47 16.05 19.72  0.269
H 12.40 10.55 19.97  0.310
H 10.57 14.75 13.89  -0.483
H 16.46 15.05 7.58  0.255
H 9.72 7.18 13.98  0.463
H 13.55 16.60 18.42  0.575
H 12.94 17.44 14.80  0.274
H 15.47 8.53 18.11  0.265
H 10.04 10.81 8.87  0.253
H 7.40 16.47 13.05  0.311
H 7.98 10.80 16.38  -0.002
H 6.85 12.52 17.81  0.419
H 10.30 16.07 15.81  0.318
H 11.29 6.87 10.72  0.208
H 5.61 11.78 16.74  0.417
H 11.89 11.76 15.75  -0.851
H 15.20 8.02 13.62  0.347
H 14.36 15.77 11.23  0.234
H 11.67 12.01 11.57  -0.527
H 16.78 10.43 14.08  0.288
H 10.39 8.02 18.24  0.355
H 8.93 8.74 14.26  0.204
H 13.41 14.93 12.39  0.008
H 12.13 8.20 18.16  0.215
H 7.73 15.62 11.59  0.171
H 14.78 14.88 15.83  0.161
H 8.74 13.51 16.09  0.034
H 11.09 10.80 14.63  -0.594
H 15.42 13.67 16.94  0.337
H 16.57 8.44 12.57  0.577
H 11.66 11.28 18.01  -0.428
H 6.40 11.22 14.38  0.461
H 9.86 14.77 10.52  0.144
H 8.85 17.12 15.66  0.489
H 9.75 8.42 12.72  0.103
H 12.80 15.77 14.37  -0.244
H 9.61 12.25 15.55  -0.149
H 11.60 14.03 17.08  -0.011
H 11.41 10.56 21.39  0.268
H 15.28 10.44 10.64  0.471
H 16.36 6.94 11.10  0.351
H 8.81 15.67 16.73  0.271
H 10.09 9.17 16.17  -0.218
H 11.39 6.56 18.21  0.405
H 6.33 13.35 16.37  0.315
H 13.11 13.99 9.89  0.010
H 13.09 16.51 16.72  -0.281
H 15.74 9.19 16.54  0.147
H 13.75 12.08 16.62  -0.288
H 13.54 14.07 18.55  0.364
H 7.18 12.81 14.34  0.225
H 11.20 10.75 12.55  -0.514
H 7.31 10.73 12.20  0.416
H 15.17 11.85 11.64  0.341
H 13.12 13.58 8.27  0.227
H 10.54 6.70 15.97  0.489
H 12.59 13.98 15.76  -0.644
H 15.61 11.51 14.34  0.148
H 15.20 6.10 12.16  0.375
H 13.65 9.67 10.65  -0.080
H 11.78 9.48 16.01  -0.535
H 8.64 13.91 9.63  0.218


The following is a quantum chemistry calculation of 12 unconnected molecules or ions with the total composition C27H83N5O12, from OMol25.

SMILES = COC[C@H](C)N.COC[C@H](C)N.COC[C@H](C)N.COC[C@H](C)N.COC[C@H](C)N.CO.CO.CO.CO.CO.CO.CO
Energy relative to the best compared isomer or geometry (same formula, charge and spin) = 12.8 kcal/mol
HOMO energy = -8.852 eV
Charge = 0
Maximum force = 0.048 Eh/bohr

Each line ends with the Mulliken charge.
CARTESIAN COORDINATES (ANGSTROEM)
O -0.52 4.75 -2.40  -0.691
O -2.88 4.84 2.27  -0.587
O 5.49 0.34 -0.28  -0.629
O 3.42 4.30 1.28  -0.425
O 0.49 0.83 0.57  0.772
O 1.37 2.93 7.13  -0.358
O 1.15 -1.84 1.42  -0.320
O -1.78 -2.57 -2.53  -0.473
O -0.02 -0.14 -6.14  -0.232
O -3.70 1.47 -1.37  -0.488
O -5.74 -2.59 2.13  -0.400
O 0.30 -5.66 -1.47  -0.247
N 0.42 0.14 5.77  -0.734
N 1.33 -2.67 -1.24  1.283
N 1.29 3.66 -0.56  -0.490
N 2.62 -1.43 -3.82  -0.384
N -3.89 -1.30 -0.87  -0.406
C 1.31 -0.97 -4.31  0.480
C -1.49 3.72 -2.44  0.003
C 1.96 -3.96 -1.55  0.975
C 0.73 0.14 -3.43  -1.079
C -2.92 -2.04 1.28  -0.985
C 3.45 -3.84 -1.35  -1.690
C -2.04 -3.96 -2.58  -0.659
C 4.27 4.22 2.39  -0.816
C 1.24 -0.71 -5.82  -0.952
C 3.16 4.76 -1.63  -1.928
C 3.51 3.20 0.39  -0.240
C 1.03 1.40 5.33  0.460
C -0.01 0.35 -7.47  -0.797
C -0.52 -6.62 -0.86  -0.869
C -1.90 3.84 2.46  0.025
C 0.85 3.94 7.97  -0.766
C 0.79 1.53 3.81  -0.808
C -0.72 0.51 -0.13  0.392
C 4.21 -0.29 -0.40  0.320
C 0.50 2.63 6.05  -0.735
C 0.67 -2.80 2.38  -0.695
C 2.75 3.50 -0.88  0.827
C 1.36 -5.10 -0.74  -0.600
C -4.11 -2.16 0.35  0.592
C -6.31 -3.82 1.69  -0.705
C -4.56 1.98 -0.39  -0.555
C -5.40 -1.75 1.05  -0.756
H 1.05 1.11 -3.85  0.443
H -4.69 -1.55 -1.45  0.288
H 0.70 4.88 7.42  0.314
H -4.29 1.67 0.62  0.128
H -6.65 -4.33 2.59  0.276
H 0.05 -7.54 -0.70  0.309
H -0.86 -6.24 0.11  0.353
H -2.18 2.88 2.00  0.014
H -5.60 1.70 -0.60  0.291
H -1.72 -2.24 -3.43  0.143
H 4.00 -0.59 -1.43  -0.171
H -1.40 -6.85 -1.46  0.257
H 1.41 -2.25 0.55  -0.014
H 2.97 -2.10 -4.51  0.292
H 1.62 4.15 8.70  0.260
H 1.12 0.63 3.30  0.091
H 5.63 0.64 0.62  0.331
H -0.76 -0.51 -0.50  -0.052
H -1.98 3.58 -1.47  0.005
H -3.63 0.48 -1.30  0.458
H -0.13 3.69 8.39  0.310
H 1.26 4.03 0.39  0.124
H 1.67 -1.95 -1.87  -0.879
H 3.41 0.33 0.00  -0.101
H -0.98 4.08 1.91  0.064
H 0.57 -1.78 -4.21  -0.329
H 4.20 3.26 2.90  0.302
H 4.28 -1.23 0.15  0.192
H -0.50 2.42 6.43  0.325
H 2.49 4.83 -2.49  0.491
H -0.15 -3.38 1.96  0.176
H -4.18 -3.17 -0.08  0.263
H -1.96 -2.20 0.78  -0.032
H 1.52 -3.44 2.62  0.306
H -2.89 -4.23 -3.21  0.446
H 3.01 2.37 0.91  0.013
H 4.01 5.03 3.07  0.276
H 1.72 -4.10 -2.61  0.302
H 4.56 2.98 0.20  0.594
H 0.29 -0.44 -8.15  0.306
H 0.39 3.50 5.40  0.338
H 0.32 -2.66 -1.39  -0.313
H 0.96 2.70 -0.46  -0.113
H 3.01 5.67 -1.05  0.293
H 2.11 1.32 5.47  0.378
H 1.40 -1.61 -6.40  0.472
H 1.36 2.40 3.47  0.302
H -0.35 0.19 -3.49  0.317
H -1.01 2.82 -2.84  -0.148
H -3.00 5.01 1.33  0.319
H 0.29 4.45 -1.91  0.410
H -5.36 -0.74 1.45  0.143
H 2.77 2.67 -1.59  0.235
H 3.73 -3.45 -0.37  0.219
H -0.59 0.17 5.70  0.257
H 0.59 0.00 6.76  0.274
H -6.18 -1.78 0.28  0.494
H -5.53 -4.43 1.22  0.262
H 2.15 -5.85 -0.59  0.344
H 0.69 1.19 -7.58  0.326
H -1.74 3.75 3.53  0.162
H -0.94 1.26 -0.89  -0.235
H 0.35 -2.24 3.25  0.224
H 4.20 4.75 -1.99  0.423
H -3.00 -2.78 2.08  0.517
H -1.19 -4.52 -2.99  0.295
H 1.12 0.07 -2.41  0.097
H 5.32 4.38 2.11  0.312
H -2.32 4.02 -3.08  0.340
H 3.98 -4.78 -1.49  0.504
H -7.14 -3.66 1.00  0.308
H 3.20 -0.61 -4.03  0.366
H 0.71 0.04 1.10  -0.374
H -2.82 -1.01 1.62  0.106
H -1.02 0.71 -7.67  0.232
H 3.93 -3.13 -2.03  0.295
H -3.10 -1.73 -1.36  0.051
H 1.04 -4.78 0.26  0.001
H -1.52 0.66 0.60  -0.111
H 1.99 0.08 -6.02  0.439
H -2.23 -4.34 -1.57  0.125
H -0.25 1.81 3.61  0.063
H -4.49 3.07 -0.41  0.254


Computed Kohn-Sham gap, in the same sequence as the records: 9.38; 9.12 eV.